No. 1
C6H9NPdS as an isolated structure in a non-equilibrium geometry, computed with ωB97M-V/def2-TZVPD.

```
! RIJCOSX wB97M-V def2-TZVPD def2/J DEFGRID3
* xyz 2 5
Pd -0.459 -0.486 -0.342
C -0.556 -1.599 -1.971
H -1.507 -1.320 -1.437
H -0.552 -1.123 -2.944
H -0.581 -2.691 -1.984
H 0.465 -1.377 -1.451
H 1.113 0.154 -1.033
S 0.772 1.568 -1.048
C 0.581 1.856 0.654
C 0.953 2.990 1.386
C 0.784 2.975 2.771
C 0.238 1.839 3.386
C -0.186 0.763 2.600
N -0.042 0.820 1.252
H 1.355 3.827 0.825
H 1.087 3.836 3.360
H 0.148 1.773 4.468
H -0.611 -0.152 3.020
*
```

Calculated values
LUMO energy (alpha / beta): -8.0 / -12.5 eV
⟨S²⟩: 6.014
HOMO energy (alpha / beta): -14.271 / -18.807 eV

Results of the Mulliken charge analysis, in e, for atoms 1 through 4: number 1, Pd, carries 0.0455; number 2, C, carries -0.4812; number 3, H, carries 0.2309; number 4, H, carries 0.3674

---

No. 2
One molecule with the formula C6H9NS in a non-equilibrium geometry, computed with ωB97M-V/def2-TZVPD.

```
! RIJCOSX wB97M-V def2-TZVPD def2/J DEFGRID3
* xyz 0 1
C 2.108 -0.357 0.748
C 0.773 -1.068 0.310
C -0.703 0.388 -1.266
C -1.003 1.312 -2.254
C -1.189 0.453 0.184
C -0.428 -0.379 1.066
H 1.943 0.809 0.870
H 2.503 -0.715 1.704
H 2.930 -0.556 -0.003
H 0.938 -2.064 0.607
H -0.776 1.086 -3.245
H -1.666 2.104 -1.966
H -1.508 1.403 0.517
H -2.400 -0.495 1.380
H -0.206 -0.184 2.166
N -1.798 -0.761 0.650
S 0.481 -0.975 -1.467
*
```

Calculated values
LUMO energy: 0.9 eV
HOMO energy: -8.146 eV

Results of the Mulliken charge analysis, in e, for atoms 1 through 4: number 1, C, carries -1.1871; number 2, C, carries 0.2067; number 3, C, carries 0.1687; number 4, C, carries -0.8679

---

No. 3
One molecule with the formula C6H9NS in a non-equilibrium geometry, computed with ωB97M-V/def2-TZVPD.

```
! RIJCOSX wB97M-V def2-TZVPD def2/J DEFGRID3
* xyz 0 3
C -0.209 -1.071 -0.614
C 0.579 -1.152 1.366
C 1.009 -1.780 2.517
C -0.124 0.415 -0.449
C 0.675 1.149 -1.643
C -1.535 1.133 -0.323
N 0.143 -1.886 0.301
S 0.654 0.608 1.131
H -0.599 -1.383 -1.495
H 1.424 -1.230 3.384
H 0.966 -2.809 2.511
H 0.804 2.207 -1.440
H 0.138 1.050 -2.575
H 1.655 0.606 -1.752
H -1.244 2.186 -0.284
H -2.049 0.869 0.566
H -2.288 1.088 -1.201
*
```

Calculated values
LUMO energy (alpha / beta): 0.7 / -2.0 eV
⟨S²⟩: 2.014
HOMO energy (alpha / beta): -5.454 / -9.710 eV

Results of the Mulliken charge analysis, in e, for atoms 1 through 4: number 1, C, carries -0.7796; number 2, C, carries 0.6533; number 3, C, carries -1.0831; number 4, C, carries 1.1520